Record 1
{
  "formula": "C29H52FO14P3",
  "method": "ωB97M-V/def2-TZVPD",
  "symbols": ["C", "C", "C", "C", "C", "C", "C", "C", "O", "C", "F", "C", "C", "O", "H", "H", "H", "H", "H", "H", "H", "C", "C", "O", "P", "O", "O", "C", "C", "O", "C", "C", "H", "H", "H", "H", "H", "H", "H", "H", "H", "H", "H", "H", "H", "H", "H", "C", "C", "O", "P", "O", "O", "C", "C", "O", "C", "C", "H", "H", "H", "H", "H", "H", "H", "H", "H", "H", "H", "H", "H", "H", "H", "C", "C", "O", "P", "O", "O", "C", "C", "O", "C", "C", "H", "H", "H", "H", "H", "H", "H", "H", "H", "H", "H", "H", "H", "H", "H"],
  "xyz": [[-4.940, -2.197, 0.044], [-5.209, -0.588, 0.228], [-3.912, 0.443, 0.454], [-4.216, 2.074, 0.646], [-5.779, 2.628, 0.640], [-7.035, 1.568, 0.412], [-6.767, -0.065, 0.177], [-8.097, -0.988, -0.082], [-8.089, -2.231, -0.633], [-9.624, -0.417, 0.290], [-10.763, -1.401, 0.356], [-9.816, 1.047, 0.505], [-8.579, 2.167, 0.425], [-8.903, 3.464, 0.389], [-5.735, -2.745, 0.745], [-5.271, -2.466, -1.063], [-3.851, -2.549, 0.287], [-2.787, 0.048, 0.453], [-3.270, 2.783, 0.805], [-5.935, 3.779, 0.779], [-10.912, 1.408, 0.744], [-0.002, -5.283, 2.695], [-0.552, -3.885, 2.496], [0.433, -2.907, 2.775], [1.638, -2.682, 1.662], [0.732, -1.884, 0.692], [2.315, -1.300, 2.298], [2.660, -0.229, 1.430], [1.639, 0.887, 1.571], [2.649, -3.574, 2.746], [3.172, -3.079, 3.973], [2.131, -2.794, 5.041], [0.790, -5.497, 1.971], [-0.791, -6.031, 2.575], [0.437, -5.391, 3.693], [-0.933, -3.759, 1.478], [-1.384, -3.716, 3.185], [2.742, -0.569, 0.392], [3.647, 0.138, 1.725], [0.618, 0.524, 1.443], [1.822, 1.680, 0.841], [1.691, 1.318, 2.578], [3.819, -2.214, 3.800], [3.830, -3.868, 4.354], [1.531, -1.915, 4.790], [2.615, -2.597, 6.003], [1.448, -3.640, 5.162], [-7.016, 5.420, -2.219], [-5.752, 4.603, -2.400], [-5.186, 4.819, -3.680], [-4.399, 6.249, -3.948], [-3.135, 5.818, -3.164], [-3.710, 5.888, -5.419], [-2.351, 6.229, -5.656], [-1.494, 4.977, -5.587], [-5.811, 6.732, -4.823], [-6.178, 6.255, -6.113], [-6.539, 4.782, -6.171], [-6.791, 6.491, -2.228], [-7.501, 5.177, -1.270], [-7.721, 5.233, -3.035], [-5.022, 4.838, -1.619], [-5.990, 3.538, -2.323], [-2.004, 6.993, -4.952], [-2.283, 6.664, -6.658], [-1.657, 4.423, -4.661], [-0.432, 5.224, -5.664], [-1.756, 4.297, -6.406], [-5.415, 6.513, -6.854], [-7.068, 6.827, -6.397], [-5.656, 4.149, -6.043], [-6.982, 4.535, -7.140], [-7.254, 4.520, -5.385], [11.106, -2.688, 3.707], [9.728, -2.066, 3.596], [9.068, -2.499, 2.420], [8.466, -4.040, 2.393], [7.242, -3.686, 3.274], [7.583, -3.943, 0.985], [6.268, -4.481, 0.947], [5.256, -3.349, 0.991], [9.833, -4.436, 1.409], [9.993, -4.069, 0.044], [10.135, -2.578, -0.204], [11.034, -3.772, 3.833], [11.648, -2.277, 4.563], [11.689, -2.507, 2.798], [9.123, -2.301, 4.478], [9.820, -0.977, 3.537], [6.107, -5.196, 1.761], [6.158, -5.034, 0.009], [5.435, -2.675, 1.831], [4.237, -3.738, 1.066], [5.333, -2.740, 0.083], [9.200, -4.506, -0.572], [10.920, -4.550, -0.285], [9.191, -2.053, -0.037], [10.437, -2.390, -1.239], [10.884, -2.137, 0.461]],
  "total_charge": 0,
  "orbital_gap_ev": 6.816,
  "largest_force_ev_per_a": 9.78,
  "multiplicity": 1,
  "smiles": "Cc1cccc2c1C(=O)C(F)=CC2=O.CCOP(=O)(OCC)OCC.CCOP(=O)(OCC)OCC.CCOP(=O)(OCC)OCC"
}

Record 2
{
  "formula": "C4H5N2P",
  "method": "ωB97M-V/def2-TZVPD",
  "symbols": ["C", "C", "C", "C", "N", "N", "P", "H", "H", "H", "H", "H"],
  "xyz": [[1.176, -0.316, 0.912], [1.655, -0.538, -0.400], [-0.205, -0.382, 0.923], [0.564, -0.663, -1.158], [-3.156, 0.301, 1.806], [-0.589, -0.560, -0.384], [-2.200, -0.496, -0.883], [1.831, -0.273, 1.848], [2.663, -0.573, -0.610], [-0.948, -0.376, 1.632], [0.470, -0.604, -2.195], [-3.103, -0.645, 2.064]],
  "relative_energy_ev": 1.799,
  "total_charge": 0,
  "orbital_gap_ev": [6.613, 7.324],
  "largest_force_ev_per_a": 3.26,
  "multiplicity": 3,
  "s_squared": 2.67
}

Record 3
{
  "formula": "C4H8NO2",
  "method": "ωB97M-V/def2-TZVPD",
  "symbols": ["C", "C", "N", "C", "C", "O", "O", "H", "H", "H", "H", "H", "H", "H", "H"],
  "xyz": [[0.243, 1.881, -1.307], [-0.126, 0.936, -0.164], [0.709, -0.294, -0.265], [0.552, -1.225, 0.931], [-0.849, -1.922, 1.116], [-1.827, -1.638, 0.401], [-0.753, -2.856, 1.945], [-0.467, 2.737, -1.361], [1.248, 2.296, -1.277], [0.043, 1.299, -2.251], [-1.155, 0.543, -0.206], [0.072, 1.480, 0.772], [0.242, -0.806, -1.014], [1.455, -1.848, 0.835], [0.611, -0.581, 1.845]],
  "relative_energy_ev": 0.935,
  "total_charge": -1,
  "orbital_gap_ev": 7.730,
  "largest_force_ev_per_a": 2.42,
  "multiplicity": 1,
  "smiles": "CCNCC(=O)[O-]"
}

Record 4
{
  "formula": "C14H18N2O4",
  "method": "ωB97M-V/def2-TZVPD",
  "symbols": ["O", "C", "O", "C", "C", "C", "C", "C", "C", "O", "C", "C", "N", "C", "O", "C", "C", "C", "C", "N", "H", "H", "H", "H", "H", "H", "H", "H", "H", "H", "H", "H", "H", "H", "H", "H", "H", "H"],
  "xyz": [[1.050, 2.601, -0.911], [0.342, 2.064, -0.096], [-0.232, 2.771, 0.886], [-0.023, 0.579, -0.111], [0.837, -0.197, -1.118], [2.251, -0.447, -0.618], [2.546, -1.596, 0.127], [3.827, -1.843, 0.617], [4.842, -0.930, 0.366], [6.083, -1.199, 0.859], [4.575, 0.233, -0.379], [3.276, 0.464, -0.857], [-1.431, 0.410, -0.418], [-2.388, 0.599, 0.500], [-2.169, 1.038, 1.637], [-3.809, 0.267, 0.043], [-4.533, -0.628, 1.114], [-5.031, -1.820, 0.304], [-4.060, -1.866, -0.886], [-3.817, -0.452, -1.241], [-0.837, 2.202, 1.374], [0.146, 0.185, 0.893], [0.363, -1.174, -1.281], [0.880, 0.354, -2.062], [1.765, -2.305, 0.335], [4.043, -2.745, 1.195], [6.672, -0.480, 0.607], [5.387, 0.930, -0.591], [3.042, 1.359, -1.432], [-1.759, 0.051, -1.322], [-4.302, 1.240, -0.069], [-3.840, -0.909, 1.881], [-5.366, -0.074, 1.604], [-5.033, -2.782, 0.896], [-6.043, -1.677, -0.056], [-4.458, -2.407, -1.749], [-3.109, -2.318, -0.594], [-4.596, -0.129, -1.821]],
  "relative_energy_ev": 0.104,
  "total_charge": 0,
  "orbital_gap_ev": 9.021,
  "largest_force_ev_per_a": 1.44,
  "multiplicity": 1,
  "smiles": "O=C(O)[C@H](Cc1ccc(O)cc1)NC(=O)[C@@H]1CCCN1"
}